# 1
Computed, not measured: a cluster of 9 separate species, C42H60BBrF24IN3O23S in total, with ωB97M-V/def2-TZVPD.

Computed properties:
2S+1 = 1
SMILES = CCN[C@@]1(O)[C@@H](C[C@H](C)Br)[C@](I)(ON=O)[C@](C)(B(N)O)OS1(=O)=O.CCOC(=O)C(F)(F)F.CCOC(=O)C(F)(F)F.CCOC(=O)C(F)(F)F.CCOC(=O)C(F)(F)F.CCOC(=O)C(F)(F)F.CCOC(=O)C(F)(F)F.CCOC(=O)C(F)(F)F.CCOC(=O)C(F)(F)F
LUMO energy = -0.9 eV
Kohn-Sham gap = 8.45 eV
HOMO energy = -9.368 eV

Element x y z (Å)
C1 2.806 1.353 -3.443
C2 3.962 0.892 -2.429
N1 3.763 -0.438 -1.825
C3 3.664 -0.518 -0.385
O1 4.450 0.396 0.374
C4 2.178 -0.359 0.214
C5 1.632 1.139 0.034
C6 1.356 1.810 1.476
C7 0.074 2.760 1.411
Br1 2.904 3.059 1.803
C8 1.160 -1.471 -0.296
I1 0.461 -1.130 -2.373
O2 -0.088 -1.551 0.439
N2 -0.081 -0.913 1.643
O3 -1.036 -0.210 1.734
C9 1.788 -2.970 -0.238
C10 2.262 -3.544 -1.638
B1 0.626 -4.004 0.312
N3 0.398 -4.164 1.798
O4 -0.195 -4.794 -0.543
O5 2.882 -3.091 0.699
S1 4.221 -2.211 0.267
O6 4.974 -1.981 1.560
O7 5.167 -2.908 -0.668
H1 3.082 2.414 -3.737
H2 1.844 1.470 -2.855
H3 2.701 0.668 -4.322
H4 4.112 1.761 -1.739
H5 4.900 0.838 -3.080
H6 4.428 -1.085 -2.249
H7 5.337 0.513 -0.022
H8 2.374 -0.433 1.331
H9 0.653 1.184 -0.514
H10 2.369 1.815 -0.469
H11 1.261 1.053 2.295
H12 0.343 3.825 1.184
H13 -0.459 2.778 2.412
H14 -0.684 2.369 0.674
H15 2.925 -4.437 -1.403
H16 1.443 -3.946 -2.290
H17 2.918 -2.850 -2.237
H18 -0.561 -3.807 1.928
H19 0.432 -5.160 2.047
H20 -0.491 -4.305 -1.331
C11 8.594 -2.810 -5.756
C12 8.201 -1.957 -6.945
O8 6.935 -1.315 -6.719
C13 6.966 -0.198 -5.976
O9 7.959 0.281 -5.497
C14 5.568 0.400 -5.868
F1 4.633 -0.528 -5.594
F2 5.193 0.992 -7.013
F3 5.476 1.331 -4.906
H21 7.802 -3.524 -5.519
H22 9.514 -3.358 -5.963
H23 8.749 -2.198 -4.866
H24 8.076 -2.587 -7.827
H25 8.970 -1.218 -7.182
C15 9.318 -2.795 0.924
C16 10.041 -1.882 -0.044
O10 11.168 -2.549 -0.635
C17 10.888 -3.361 -1.665
O11 9.784 -3.559 -2.097
C18 12.171 -3.960 -2.231
F4 12.993 -4.407 -1.268
F5 12.863 -3.055 -2.945
F6 11.932 -4.996 -3.045
H26 10.011 -3.184 1.674
H27 8.512 -2.260 1.429
H28 8.889 -3.657 0.409
H29 10.438 -1.017 0.490
H30 9.368 -1.504 -0.818
C19 -6.891 2.569 -1.615
C20 -5.755 1.568 -1.533
O12 -4.517 2.172 -1.947
C21 -3.887 2.911 -1.021
O13 -4.286 3.094 0.098
C22 -2.572 3.445 -1.578
F7 -2.707 3.950 -2.815
F8 -1.639 2.477 -1.654
F9 -2.056 4.423 -0.823
H31 -6.950 2.999 -2.617
H32 -7.843 2.092 -1.379
H33 -6.738 3.397 -0.920
H34 -5.941 0.741 -2.217
H35 -5.662 1.144 -0.531
C23 -13.302 0.502 -2.575
C24 -12.652 -0.280 -1.450
O14 -11.419 -0.872 -1.887
C25 -10.350 -0.061 -1.891
O15 -10.367 1.095 -1.564
C26 -9.107 -0.828 -2.328
F10 -9.330 -1.597 -3.405
F11 -8.660 -1.648 -1.362
F12 -8.093 -0.013 -2.643
H36 -13.432 -0.131 -3.455
H37 -14.276 0.883 -2.265
H38 -12.680 1.347 -2.878
H39 -13.302 -1.103 -1.150
H40 -12.490 0.343 -0.568
C27 -1.277 0.537 4.994
C28 -1.472 0.828 6.468
O16 -2.869 0.949 6.784
C29 -3.530 -0.206 6.963
O17 -3.038 -1.298 6.872
C30 -4.982 0.071 7.339
F13 -5.540 1.015 6.564
F14 -5.091 0.499 8.610
F15 -5.755 -1.016 7.230
H41 -1.778 1.291 4.384
H42 -0.215 0.526 4.741
H43 -1.706 -0.430 4.722
H44 -1.015 1.786 6.719
H45 -0.999 0.070 7.095
C31 -5.369 -1.064 11.602
C32 -4.233 -0.500 12.433
O18 -3.817 -1.439 13.436
C33 -2.983 -2.407 13.022
O19 -2.582 -2.529 11.896
C34 -2.586 -3.298 14.194
F16 -3.641 -3.640 14.953
F17 -1.707 -2.684 15.004
F18 -2.014 -4.439 13.793
H46 -6.194 -1.378 12.246
H47 -5.735 -0.318 10.896
H48 -5.048 -1.943 11.041
H49 -4.571 0.391 12.964
H50 -3.387 -0.202 11.809
C35 -6.419 0.172 -8.255
C36 -7.574 -0.701 -7.805
O20 -8.258 -0.108 -6.690
C37 -9.149 0.850 -6.993
O21 -9.395 1.230 -8.105
C38 -9.831 1.353 -5.725
F19 -8.957 1.579 -4.731
F20 -10.727 0.464 -5.257
F21 -10.494 2.498 -5.920
H51 -5.749 0.381 -7.419
H52 -5.853 -0.320 -9.048
H53 -6.775 1.134 -8.630
H54 -7.196 -1.664 -7.458
H55 -8.270 -0.902 -8.622
C39 6.022 6.632 0.343
C40 6.999 6.344 -0.780
O22 7.547 5.022 -0.654
C41 6.777 4.026 -1.117
O23 5.690 4.170 -1.609
C42 7.496 2.690 -0.965
F22 8.067 2.546 0.240
F23 8.474 2.543 -1.870
F24 6.663 1.647 -1.121
H56 6.496 6.468 1.313
H57 5.670 7.664 0.291
H58 5.157 5.968 0.293
H59 7.842 7.035 -0.723
H60 6.537 6.478 -1.761

***

# 2
Computed, not measured: a structure of composition C42H60ClMnN4OSbSi3Te, with ωB97M-V/def2-TZVPD.

Computed properties:
Expectation value of S² = 8.789
2S+1 = 6
Total charge = +2
LUMO energy (alpha / beta) = -4.4 / -6.5 eV
Kohn-Sham gap (alpha / beta) = 7.60 / 5.68 eV
HOMO energy (alpha / beta) = -12.027 / -12.196 eV

Element x y z (Å)
Mn1 -1.497 1.762 -0.017
C1 6.210 3.140 -0.084
Si1 4.512 3.487 -0.773
C2 4.364 3.047 -2.579
C3 4.014 5.262 -0.498
Sb1 2.888 1.913 0.514
Si2 3.178 -0.389 -0.634
C4 2.231 -0.112 -2.213
C5 5.016 -0.570 -0.885
C6 2.485 -1.820 0.319
Si3 2.966 2.682 2.992
C7 4.688 2.251 3.570
C8 1.666 1.925 4.078
C9 2.686 4.535 2.868
H1 6.936 3.722 -0.659
H2 6.496 2.091 -0.154
H3 6.294 3.452 0.957
H4 4.924 3.782 -3.163
H5 3.327 3.084 -2.918
H6 4.770 2.062 -2.815
H7 4.620 5.885 -1.162
H8 4.197 5.596 0.522
H9 2.966 5.444 -0.744
H10 2.608 0.735 -2.788
H11 1.175 0.053 -1.986
H12 2.306 -1.009 -2.833
H13 5.454 0.236 -1.475
H14 5.192 -1.506 -1.424
H15 5.549 -0.635 0.064
H16 1.400 -1.781 0.414
H17 2.929 -1.947 1.306
H18 2.721 -2.713 -0.270
H19 4.958 1.220 3.338
H20 4.732 2.365 4.657
H21 5.442 2.909 3.138
H22 1.861 0.887 4.334
H23 0.666 1.990 3.649
H24 1.688 2.504 5.007
H25 2.444 4.878 1.863
H26 3.572 5.081 3.197
H27 1.864 4.818 3.531
Cl1 -2.233 6.823 -2.464
C10 -1.517 5.928 -1.186
C11 -0.706 6.543 -0.245
C12 -0.153 5.765 0.760
C13 -0.426 4.411 0.790
N1 -1.222 3.825 -0.117
C14 -1.760 4.568 -1.088
H28 -0.519 7.606 -0.303
H29 0.478 6.207 1.517
H30 -0.018 3.757 1.552
H31 -2.394 4.068 -1.808
C15 2.528 -5.697 -2.155
C16 1.360 -4.795 -1.870
C17 0.985 -3.801 -2.763
C18 -0.114 -2.979 -2.528
C19 -0.477 -1.952 -3.568
C20 -0.847 -3.171 -1.352
Te1 -2.607 -2.056 -1.098
N2 -1.305 -0.167 -0.152
C21 -0.687 0.027 0.976
O1 -0.022 1.191 1.087
C22 -0.782 -0.820 2.194
C23 -2.022 -1.292 2.611
C24 -2.125 -2.068 3.755
C25 -0.983 -2.396 4.473
C26 0.257 -1.925 4.060
C27 0.353 -1.123 2.934
C28 -3.884 -3.753 -0.871
C29 -3.664 -4.819 -1.737
C30 -4.532 -5.900 -1.736
C31 -5.611 -5.907 -0.865
C32 -5.818 -4.841 -0.002
C33 -4.959 -3.745 0.016
C34 -5.196 -2.620 0.985
C35 -0.482 -4.153 -0.417
C36 -1.234 -4.388 0.862
C37 0.621 -4.946 -0.702
H32 3.118 -5.335 -2.995
H33 2.181 -6.702 -2.399
H34 3.180 -5.784 -1.285
H35 1.552 -3.667 -3.678
H36 0.368 -1.768 -4.231
H37 -0.759 -0.998 -3.119
H38 -1.313 -2.291 -4.183
H39 -2.907 -1.026 2.045
H40 -3.093 -2.418 4.089
H41 -1.060 -3.011 5.360
H42 1.145 -2.179 4.624
H43 1.312 -0.740 2.612
H44 -2.813 -4.817 -2.410
H45 -4.367 -6.729 -2.411
H46 -6.294 -6.745 -0.855
H47 -6.663 -4.859 0.675
H48 -6.171 -2.718 1.460
H49 -5.170 -1.643 0.493
H50 -4.439 -2.622 1.772
H51 -1.476 -3.450 1.366
H52 -0.639 -4.989 1.548
H53 -2.170 -4.917 0.678
H54 0.912 -5.709 0.013
N3 -2.736 1.384 -2.830
C38 -3.766 1.647 -1.967
C39 -5.095 1.737 -2.405
C40 -6.078 2.019 -1.490
C41 -5.742 2.215 -0.146
C42 -4.420 2.138 0.201
N4 -3.438 1.866 -0.687
H55 -2.985 1.078 -3.757
H56 -1.932 0.909 -2.439
H57 -5.326 1.573 -3.448
H58 -7.109 2.086 -1.810
H59 -6.490 2.437 0.599
H60 -4.098 2.308 1.222